--- a ---
DFT (ωB97M-V/def2-TZVPD) results for a structure of composition C38H34IN2PS2Sr.

CARTESIAN COORDINATES (ANGSTROEM)
Sr  0.01  0.92  -0.12
C  -1.89  -0.46  -2.35
N  -2.11  0.84  -1.68
C  -2.05  1.94  -2.65
C  -0.62  2.40  -2.92
N  0.03  2.97  -1.74
C  1.41  3.36  -2.04
C  -0.68  4.06  -1.09
C  -1.40  4.97  -1.86
C  -2.09  6.02  -1.28
C  -2.05  6.16  0.10
C  -1.31  5.28  0.86
C  -0.59  4.21  0.30
S  0.39  3.23  1.38
C  -3.35  0.79  -0.90
C  -4.51  1.33  -1.45
C  -5.71  1.33  -0.75
C  -5.75  0.77  0.52
C  -4.59  0.21  1.05
C  -3.37  0.20  0.37
S  -1.99  -2.84  0.41
H  -2.67  -0.64  -3.10
H  -1.93  -1.26  -1.61
H  -0.92  -0.47  -2.85
H  -2.61  2.78  -2.25
H  -2.51  1.66  -3.60
H  -0.63  3.09  -3.78
H  -0.01  1.55  -3.25
H  1.45  4.16  -2.80
H  1.97  2.50  -2.42
H  1.88  3.72  -1.12
H  -1.43  4.86  -2.94
H  -2.66  6.71  -1.90
H  -2.60  6.96  0.58
H  -1.27  5.40  1.94
H  -4.50  1.77  -2.45
H  -6.60  1.76  -1.19
H  -6.67  0.76  1.09
H  -4.64  -0.24  2.04
I  -1.80  -0.94  1.75
C  -0.45  -2.07  3.16
C  -0.94  -1.94  4.43
C  -0.44  -2.67  5.53
C  0.53  -3.59  5.31
C  1.09  -3.76  4.02
C  2.09  -4.75  3.83
C  2.67  -4.93  2.61
C  2.32  -4.07  1.55
C  1.36  -3.10  1.69
P  1.19  -1.91  0.30
C  2.54  -0.72  0.67
C  2.96  0.15  -0.35
C  3.76  1.25  -0.07
C  4.15  1.51  1.24
C  3.74  0.66  2.26
C  2.94  -0.44  1.98
C  1.82  -2.79  -1.17
C  3.17  -2.89  -1.49
C  3.57  -3.56  -2.64
C  2.62  -4.13  -3.48
C  1.27  -4.03  -3.16
C  0.87  -3.36  -2.02
C  0.65  -2.96  2.93
H  -1.78  -1.27  4.61
H  -0.86  -2.53  6.51
H  0.91  -4.21  6.11
H  2.38  -5.36  4.67
H  3.42  -5.69  2.46
H  2.84  -4.18  0.61
H  2.69  -0.06  -1.38
H  4.09  1.90  -0.87
H  4.76  2.38  1.47
H  4.03  0.87  3.28
H  2.62  -1.09  2.79
H  3.92  -2.46  -0.84
H  4.62  -3.63  -2.88
H  2.93  -4.65  -4.38
H  0.53  -4.48  -3.81
H  -0.18  -3.28  -1.76

Summary:
- Kohn-Sham gap: 7.35 eV
- Highest occupied orbital energy: -7.2929 eV
- Molecular weight: 828.34 g/mol
- Lowest unoccupied orbital energy: 0.056 eV
- Net charge: 0

In the Löwdin picture, each atom carries the following charge in e: 1.0099, -0.0884, -0.2608, -0.1917, -0.1955, -0.2918, -0.0753, -0.2939, -0.0497, -0.0893, -0.0902, -0.1241, -0.6500, 0.4350, -0.2825, -0.0416, -0.0871, -0.0961, -0.1770, -0.3714, -0.0919, 0.1047, -0.0071, 0.0804, 0.1106, 0.1309, 0.1218, 0.1145, 0.1008, 0.0811, 0.0748, 0.1098, 0.0992, 0.1021, 0.0939, 0.1034, 0.1008, 0.1000, 0.0723, 1.1545, -0.4409, -0.1793, -0.0807, -0.0440, -0.1644, -0.0322, -0.0664, -0.0742, -0.3151, 0.9538, -0.4184, -0.1900, -0.0889, -0.0738, -0.0566, -0.0609, -0.3801, -0.1107, -0.0768, -0.0825, -0.0743, -0.0971, -0.2091, 0.0730, 0.1035, 0.1103, 0.1129, 0.1051, 0.0910, 0.1051, 0.1078, 0.1103, 0.1126, 0.1088, 0.1104, 0.1046, 0.1031, 0.1056, 0.0534

=====

--- b ---
DFT (ωB97M-V/def2-TZVPD) results for a structure of composition C38H34IN2PS2Sr.

CARTESIAN COORDINATES (ANGSTROEM)
Sr  0.27  -1.07  0.70
C  0.64  -1.20  -2.82
N  1.43  -1.76  -1.71
C  1.41  -3.23  -1.77
C  0.31  -3.86  -0.93
N  0.51  -3.65  0.51
C  -0.53  -4.33  1.29
C  1.83  -4.02  1.01
C  2.49  -5.13  0.50
C  3.77  -5.46  0.93
C  4.39  -4.67  1.88
C  3.72  -3.59  2.42
C  2.42  -3.24  2.02
S  1.59  -1.95  2.89
C  2.79  -1.23  -1.75
C  3.75  -1.89  -2.52
C  5.06  -1.46  -2.54
C  5.44  -0.36  -1.79
C  4.47  0.32  -1.06
C  3.14  -0.08  -1.04
S  1.32  2.34  -2.18
H  1.02  -1.56  -3.78
H  0.70  -0.11  -2.81
H  -0.41  -1.51  -2.73
H  2.36  -3.60  -1.42
H  1.28  -3.57  -2.81
H  0.26  -4.93  -1.19
H  -0.66  -3.43  -1.19
H  -0.49  -5.42  1.14
H  -1.52  -3.98  0.97
H  -0.39  -4.11  2.34
H  2.01  -5.75  -0.24
H  4.27  -6.33  0.52
H  5.39  -4.90  2.22
H  4.19  -2.98  3.18
H  3.47  -2.75  -3.11
H  5.79  -1.98  -3.14
H  6.47  -0.02  -1.78
H  4.76  1.21  -0.50
I  1.85  1.55  -0.05
C  0.89  3.50  0.74
C  1.94  4.29  1.13
C  1.81  5.68  1.35
C  0.62  6.29  1.13
C  -0.52  5.52  0.76
C  -1.76  6.16  0.58
C  -2.89  5.46  0.29
C  -2.81  4.06  0.20
C  -1.62  3.39  0.35
P  -1.74  1.56  0.35
C  -2.82  1.23  1.80
C  -3.42  -0.02  1.92
C  -4.14  -0.36  3.06
C  -4.25  0.56  4.10
C  -3.64  1.80  4.00
C  -2.93  2.13  2.85
C  -2.84  1.22  -1.08
C  -4.22  1.09  -1.02
C  -4.96  0.85  -2.17
C  -4.32  0.72  -3.40
C  -2.94  0.85  -3.47
C  -2.20  1.09  -2.32
C  -0.41  4.10  0.61
H  2.92  3.85  1.24
H  2.68  6.26  1.65
H  0.50  7.36  1.24
H  -1.80  7.24  0.69
H  -3.84  5.95  0.16
H  -3.72  3.50  0.02
H  -3.34  -0.74  1.11
H  -4.61  -1.33  3.14
H  -4.81  0.30  4.99
H  -3.71  2.51  4.81
H  -2.45  3.11  2.78
H  -4.74  1.19  -0.07
H  -6.04  0.76  -2.11
H  -4.90  0.54  -4.29
H  -2.43  0.78  -4.42
H  -1.13  1.24  -2.38

Summary:
- Kohn-Sham gap: 7.20 eV
- Highest occupied orbital energy: -7.4196 eV
- Molecular weight: 828.34 g/mol
- Lowest unoccupied orbital energy: -0.217 eV
- Net charge: 0

In the Löwdin picture, each atom carries the following charge in e: 0.9856, -0.0781, -0.2252, -0.1966, -0.1951, -0.3080, -0.0738, -0.3006, -0.0498, -0.0853, -0.0853, -0.1181, -0.6433, 0.4162, -0.2952, -0.0400, -0.0806, -0.0890, -0.1656, -0.4255, -0.0719, 0.1001, -0.0018, 0.0843, 0.1051, 0.1291, 0.1222, 0.1193, 0.0994, 0.0872, 0.0769, 0.1133, 0.1004, 0.1032, 0.0968, 0.1096, 0.1018, 0.1015, 0.0806, 1.1162, -0.4302, -0.1951, -0.0810, -0.0469, -0.1635, -0.0306, -0.0689, -0.0963, -0.3147, 1.0268, -0.3838, -0.1346, -0.0834, -0.0837, -0.0702, -0.0733, -0.3690, -0.1047, -0.0810, -0.0854, -0.0741, -0.1166, -0.2008, 0.0655, 0.1023, 0.1088, 0.1124, 0.1042, 0.1001, 0.0992, 0.1045, 0.1037, 0.1069, 0.1075, 0.1016, 0.1033, 0.1023, 0.1075, 0.0118

=====

a is the most stable structure shown above.